Below is 5 unconnected molecules or ions with the total composition C28H51NO15, with properties calculated with ωB97M-V with the def2-TZVPD basis set.

Properties
**SMILES**: [H]/N=C\C[C@@]1(CCCCCCCCC)OC(=O)O[C@@H]1C=C.COC(=O)OC.COC(=O)OC.COC(=O)OC.COC(=O)OC
**Multiplicity**: 1
**LUMO**: 0.49 eV
**Energy**: -2280.80027 a.u.
**ΔE to the lowest compared entry with this formula, charge and spin**: 0.0 kcal/mol
**HOMO**: -9.30 eV

```
95
C28H51NO15 ωB97M-V with the def2-TZVPD basis set
C -3.0908 -2.3207 1.3111
C -2.4943 -2.6636 0.1559
C -2.0476 -1.6429 -0.8276
O -2.5253 -0.3206 -0.5314
C -1.4810 0.4964 -0.8511
O -1.3574 1.6358 -0.4287
O -0.6080 -0.1761 -1.6722
C -0.5323 -1.4771 -1.0602
C -0.1059 -2.6239 -1.9447
C 1.3964 -2.6835 -2.1480
N 2.1557 -3.5131 -1.5747
C 0.1840 -1.4623 0.3008
C 1.2907 -0.4065 0.3848
C 2.2168 -0.5839 1.5944
C 1.7826 0.1927 2.8422
C 0.5783 -0.3707 3.6100
C 0.9049 -1.4347 4.6789
C 1.9182 -2.5043 4.2738
C 1.3225 -3.5503 3.3223
C 0.7930 -4.8201 4.0239
H -3.8655 -1.5705 1.3693
H -2.7861 -2.7895 2.2378
H -2.3395 -3.7221 -0.0134
H -2.5487 -1.8684 -1.7806
H -0.6120 -2.6200 -2.9090
H -0.3872 -3.5559 -1.4603
H 1.7965 -1.9529 -2.8461
H 1.5979 -4.1181 -0.9695
H 0.5699 -2.4513 0.5099
H -0.5729 -1.1749 1.0238
H 1.9142 -0.5406 -0.5006
H 0.8911 0.5998 0.3135
H 3.1827 -0.1782 1.2975
H 2.3790 -1.6453 1.7570
H 1.5161 1.1984 2.5231
H 2.6116 0.2712 3.5439
H 0.1376 0.4667 4.1486
H -0.2083 -0.7585 2.9682
H 1.1692 -0.9625 5.6211
H -0.0302 -1.9631 4.8828
H 2.2288 -3.0149 5.1847
H 2.8161 -2.0336 3.8840
H 2.1092 -3.8125 2.6156
H 0.5529 -3.0801 2.7143
H -0.2873 -4.8401 3.9343
H 1.1754 -5.6870 3.4996
H 1.0977 -4.8228 5.0626
C -6.8795 -6.7634 -1.7683
O -7.1731 -5.5107 -2.3880
C -6.1266 -4.6949 -2.4953
O -5.0069 -4.9322 -2.1230
O -6.5325 -3.5733 -3.0835
C -5.4966 -2.6061 -3.2604
H -7.8086 -7.3252 -1.7442
H -6.1426 -7.3160 -2.3481
H -6.5251 -6.6150 -0.7500
H -4.7079 -2.9985 -3.8995
H -5.0898 -2.3016 -2.2964
H -5.9373 -1.7402 -3.7447
C 7.9492 1.4545 1.1012
O 7.2870 2.6939 0.8461
C 6.0298 2.7406 1.2830
O 5.4456 1.8547 1.8481
O 5.5287 3.9362 0.9853
C 4.1717 4.1167 1.3979
H 8.9538 1.5487 0.6994
H 8.0085 1.2631 2.1710
H 7.4387 0.6350 0.5987
H 4.0832 4.0267 2.4788
H 3.5221 3.3964 0.9025
H 3.8771 5.1195 1.1014
C -2.6285 1.3548 -4.0572
O -2.4130 1.5619 -5.4550
C -3.0071 0.6679 -6.2396
O -3.6796 -0.2590 -5.8700
O -2.7282 0.9738 -7.5044
C -3.3072 0.0880 -8.4638
H -2.0954 2.1419 -3.5313
H -3.6880 1.4256 -3.8163
H -2.2299 0.3902 -3.7478
H -4.3933 0.1049 -8.3967
H -2.9359 -0.9256 -8.3248
H -3.0047 0.4473 -9.4430
C 3.3285 10.1981 2.8778
O 3.1124 8.8147 2.5948
C 1.9043 8.5396 2.1064
O 1.0287 9.3348 1.8984
O 1.8369 7.2268 1.8884
C 0.5852 6.7826 1.3587
H 4.3395 10.2833 3.2652
H 3.2415 10.7941 1.9714
H 2.6261 10.5507 3.6306
H 0.3910 7.2442 0.3926
H -0.2246 6.9999 2.0522
H 0.6639 5.7067 1.2297
```

---

Below is a molecular structure, C25H23ClN2PSc, with properties calculated with ωB97M-V with the def2-TZVPD basis set.

Properties
**Charge**: +2
**Multiplicity**: 1
**LUMO**: -7.54 eV
**Energy**: -2637.74789 a.u.
**HOMO**: -14.39 eV

```
53
C25H23ClN2PSc ωB97M-V with the def2-TZVPD basis set
Sc -0.1159 0.3914 1.9458
Cl -2.3043 0.1356 2.6511
P -0.3952 -1.0110 -0.1398
C 1.4146 -1.3114 -0.0959
C 2.1954 -1.3082 -1.2591
C 3.5546 -1.6088 -1.1814
C 4.1509 -1.8534 0.0569
C 3.3902 -1.7808 1.2277
C 2.0217 -1.5014 1.1677
C -1.1544 -2.6497 0.1884
C -2.5512 -2.6914 0.3458
C -3.1776 -3.8700 0.7428
C -2.4205 -5.0298 0.9695
C -1.0351 -4.9984 0.7746
C -0.4000 -3.8174 0.3787
C -0.8591 -0.7158 -1.8526
C -1.5261 0.4740 -2.2032
C -1.9819 0.6446 -3.5101
C -1.7625 -0.3515 -4.4731
C -1.0801 -1.5229 -4.1267
C -0.6385 -1.7122 -2.8146
H -3.1348 -1.7835 0.1776
H -4.2579 -3.8891 0.8774
H -2.9114 -5.9496 1.2945
H -0.4443 -5.9033 0.9337
H 0.6808 -3.7970 0.2318
H 1.7332 -1.0857 -2.2189
H 4.1456 -1.6744 -2.0957
H 5.2119 -2.1050 0.1141
H 3.8509 -1.9604 2.2003
H 1.4213 -1.5211 2.1040
H -1.6729 1.2439 -1.4420
H -2.5070 1.5613 -3.7784
H -2.1291 -0.2151 -5.4931
H -0.8848 -2.2911 -4.8775
H -0.1114 -2.6295 -2.5475
H 4.5938 1.4178 -3.8914
H 4.0377 1.6481 -4.3395
N 1.3929 3.7105 1.1973
C 0.9510 2.4579 0.9996
N -0.3414 2.3722 1.4312
C -0.7099 3.6321 1.9344
C -1.7941 3.9244 2.7623
C -1.7688 5.1287 3.4705
C -0.6683 6.0017 3.3317
C 0.4338 5.6828 2.5138
C 0.3841 4.4781 1.8093
H 2.3105 4.0621 0.9193
H 1.4078 1.7155 0.3316
H -2.5687 3.1635 2.8456
H -2.5984 5.3996 4.1331
H -0.6809 6.9538 3.8668
H 1.3035 6.3390 2.4115
```

---

Below is a molecular structure, C62H37F4N10O6S2Tl, with properties calculated with ωB97M-V with the def2-TZVPD basis set.

Properties
**Charge**: -2
**Multiplicity**: 1
**LUMO**: 2.44 eV
**Energy**: -4752.32841 a.u.
**HOMO**: -1.77 eV

```
122
C62H37F4N10O6S2Tl ωB97M-V with the def2-TZVPD basis set
Tl -1.2561 0.7530 -0.2176
C -0.5425 5.1535 -0.9712
O -0.6872 5.2315 -2.3842
C -0.7309 4.1028 -3.1544
C -0.3835 4.3072 -4.4728
C -0.3675 3.2703 -5.4049
C -0.7059 2.0107 -4.9850
C -1.0916 1.7677 -3.6560
C -1.4879 0.4063 -3.3752
N -1.8226 -0.0799 -2.2422
N -2.1688 -1.4207 -2.2094
C -2.6822 -1.7361 -1.0431
O -2.9188 -0.9376 -0.0729
C -2.9533 -3.1953 -0.8241
C -2.6577 -4.1477 -1.7969
C -2.8580 -5.4948 -1.5384
C -3.3573 -5.9029 -0.3067
C -3.6501 -4.9565 0.6655
C -3.4452 -3.6074 0.4087
C -1.1424 2.8145 -2.6950
O -1.5944 2.6470 -1.4756
H -0.2520 6.1557 -0.6584
H 0.2370 4.4452 -0.6866
H -1.4720 4.8772 -0.4862
H -0.0954 5.3120 -4.7576
H -0.0650 3.4574 -6.4266
H -0.6652 1.1725 -5.6714
H -1.5269 -0.2812 -4.2221
H -2.2565 -3.8124 -2.7439
H -2.6098 -6.2303 -2.2940
H -3.5078 -6.9568 -0.1038
H -4.0228 -5.2719 1.6326
H -3.6324 -2.8536 1.1615
S -8.2892 3.0092 -0.6044
C -8.6614 3.4447 -2.2151
C -7.5676 3.3666 -3.0168
C -6.4060 2.9427 -2.3130
C -6.6367 2.7074 -0.9893
C -5.6776 2.2463 0.0296
C -4.3009 2.2118 -0.2821
N -3.3988 1.7722 0.5571
C -3.7704 1.3312 1.7707
C -5.0957 1.3624 2.1985
C -5.4134 0.9034 3.5242
C -4.4457 0.4548 4.3519
C -3.0720 0.3976 3.9289
C -2.0261 -0.0896 4.7376
C -0.7453 -0.1593 4.2531
C -0.5355 0.2749 2.9264
N -1.4914 0.7409 2.1723
C -2.7466 0.8129 2.6430
C 0.3921 -0.7001 5.0098
C 1.6454 -0.9774 4.5472
C 2.5032 -1.5160 5.5442
C 1.8842 -1.6439 6.7469
S 0.2617 -1.1087 6.6791
C -6.0536 1.8274 1.2833
H -9.6657 3.7369 -2.4765
H -7.5795 3.5975 -4.0721
H -5.4419 2.8046 -2.7819
H -3.9110 2.5603 -1.2312
H -6.4484 0.9218 3.8441
H -4.6904 0.1137 5.3508
H -2.2511 -0.4237 5.7451
H 0.4473 0.2422 2.4708
H 1.9550 -0.8120 3.5245
H 3.5332 -1.7896 5.3676
H 2.2913 -2.0152 7.6734
H -7.0991 1.8377 1.5743
O -1.2750 3.8300 1.9113
H -1.5891 3.3718 1.1211
H -0.3182 3.7100 1.8519
O -0.6479 -2.3639 2.0691
C 0.0284 -2.2261 1.0612
N 0.9590 -3.1379 0.6231
C 1.6684 -2.6857 -0.5508
C 0.8940 -1.3752 -0.8188
O 1.0788 -0.6597 -1.7834
N 0.0375 -1.1375 0.2059
C 1.5740 -3.7080 -1.6763
C 2.2225 -4.9294 -1.5055
C 2.1537 -5.9131 -2.4783
C 1.4390 -5.6807 -3.6481
C 0.7938 -4.4667 -3.8242
C 0.8557 -3.4821 -2.8435
C 3.1119 -2.2542 -0.2701
C 3.8620 -1.6850 -1.2983
C 5.1289 -1.1854 -1.0460
C 5.6716 -1.2608 0.2327
C 4.9351 -1.8396 1.2538
C 3.6551 -2.3280 1.0049
H 1.1019 -4.0124 1.0940
H 2.8010 -5.1044 -0.6039
H 2.6641 -6.8570 -2.3291
H 1.3968 -6.4398 -4.4200
H 0.2353 -4.2753 -4.7328
H 0.3379 -2.5429 -2.9841
H 3.4266 -1.5889 -2.2849
H 5.6813 -0.7046 -1.8423
H 6.6550 -0.8533 0.4320
H 5.3448 -1.8889 2.2557
H 3.0691 -2.7423 1.8168
F 5.5751 1.7153 -2.0343
C 5.4399 1.9893 -0.7203
C 6.5858 1.9282 0.0493
F 7.7299 1.6278 -0.6020
C 6.6117 2.1279 1.4338
C 5.3438 2.4273 1.9437
C 4.2038 2.4975 1.1677
F 3.0521 2.8269 1.8024
C 4.1820 2.2744 -0.2037
C 2.9463 2.3018 -1.0110
C 1.7281 2.0410 -0.4325
N 0.7185 1.8121 0.1126
C 2.9348 2.4707 -2.4213
N 2.9260 2.6159 -3.5686
F 5.1948 2.6804 3.2607
C 7.8115 2.0271 2.2464
C 7.8085 2.1607 3.6570
N 7.8742 2.2474 4.8111
C 9.0933 1.7456 1.7107
N 10.1675 1.5144 1.3413
```

---

Below is 9 unconnected molecules or ions with the total composition C39H36Cl6F6, with properties calculated with ωB97M-V with the def2-TZVPD basis set.

Properties
**SMILES**: Fc1ccccc1.Fc1ccccc1.Fc1ccccc1.Fc1ccccc1.Fc1ccccc1.Fc1ccccc1.ClCCl.ClCCl.ClCCl
**Multiplicity**: 1
**LUMO**: 0.47 eV
**Energy**: -4868.04801 a.u.
**ΔE to the lowest compared entry with this formula, charge and spin**: 0.0 kcal/mol
**HOMO**: -9.13 eV

```
87
C39H36Cl6F6 ωB97M-V with the def2-TZVPD basis set
F -5.8580 -1.1468 -3.6198
C -4.8133 -0.8746 -2.8211
C -4.3744 0.4267 -2.5884
C -3.2652 0.6601 -1.7929
C -2.6670 -0.4304 -1.1543
C -3.1242 -1.7185 -1.3628
C -4.1900 -1.9478 -2.2284
H -4.9089 1.2306 -3.0813
H -2.9271 1.6760 -1.6435
H -1.8313 -0.2317 -0.4943
H -2.6578 -2.5673 -0.8809
H -4.5683 -2.9465 -2.4021
F -1.1717 -2.6628 0.8894
C -2.0002 -2.7412 1.9701
C -3.2144 -2.1078 1.9099
C -4.0747 -2.2492 2.9860
C -3.6495 -2.9557 4.1011
C -2.3880 -3.5153 4.1592
C -1.5250 -3.4417 3.0621
H -3.4743 -1.5164 1.0412
H -5.0299 -1.7453 2.9313
H -4.3013 -2.9823 4.9669
H -2.1175 -4.1061 5.0260
H -0.5762 -3.9531 3.0631
F -4.7845 1.2914 2.5398
C -3.7559 2.0250 2.0814
C -2.4415 1.6583 2.3523
C -1.4184 2.4789 1.9126
C -1.6829 3.6799 1.2622
C -2.9930 3.9903 0.9398
C -4.0369 3.1737 1.3640
H -2.1976 0.7356 2.8607
H -0.3889 2.2209 2.1175
H -0.9064 4.3570 0.9348
H -3.2188 4.9111 0.4177
H -5.0613 3.4629 1.1692
F 4.9657 0.9334 -3.6614
C 5.3773 1.4388 -2.4910
C 6.6875 1.8821 -2.3841
C 7.1313 2.3796 -1.1596
C 6.2429 2.4373 -0.0851
C 4.9469 1.9653 -0.1993
C 4.5193 1.4412 -1.4058
H 7.3731 1.7473 -3.2104
H 8.1330 2.7423 -0.9821
H 6.6789 2.7471 0.8575
H 4.2763 2.0138 0.6484
H 3.5447 0.9759 -1.4904
F -0.9323 4.9870 -1.5967
C -1.5135 4.2975 -2.5935
C -2.8137 4.6170 -2.9626
C -3.4134 3.9090 -3.9948
C -2.6968 2.8994 -4.6196
C -1.3820 2.6237 -4.2760
C -0.7859 3.3127 -3.2238
H -3.3020 5.3881 -2.3794
H -4.4385 4.1235 -4.2627
H -3.1514 2.3759 -5.4523
H -0.9223 1.7727 -4.7605
H 0.1830 3.0482 -2.8229
F 2.7598 -4.2277 5.3113
C 2.5035 -3.0507 4.7127
C 1.2347 -2.5206 4.7881
C 1.0188 -1.2586 4.2506
C 2.0420 -0.6109 3.5652
C 3.3145 -1.1542 3.5093
C 3.5386 -2.4155 4.0673
H 0.3841 -3.0532 5.1882
H 0.0517 -0.7759 4.3029
H 1.8588 0.3296 3.0642
H 4.0985 -0.6042 3.0079
H 4.5260 -2.8573 4.0685
C 6.0230 -1.7083 -0.6663
Cl 6.0274 -2.3042 1.0297
Cl 4.4794 -2.0803 -1.4572
H 6.0508 -0.6256 -0.6567
H 6.8437 -2.2100 -1.1568
C 0.9716 -0.5553 -0.9404
Cl 0.6372 0.2452 -2.4631
Cl 1.1148 0.6151 0.3809
H 0.1734 -1.2570 -0.7196
H 1.8962 -1.1112 -1.0592
C 0.9727 -5.0634 -3.2170
Cl 0.5799 -3.5712 -2.3299
Cl 2.4967 -5.7968 -2.6832
H 0.1825 -5.7972 -3.1248
H 1.1057 -4.7770 -4.2532
```

---

Question: Among the records above, which one has the lowest LUMO?
Answer: C25H23ClN2PSc